This record from the OMol25 dataset describes a molecular structure, C39H63AsN4P2PdSi3. The level of theory is ωB97M-V/def2-TZVPD.

Geometry as XYZ:
```
113
Properties=species:S:1:pos:R:3:forces:R:3:lowdin_charge:R:1
Pd -0.106701 0.011815 -0.233392 -0.6373 -0.5460 -0.4759 0.347
C -3.393516 0.197447 -3.157679 -0.3638 -0.1186 -0.0303 -0.077
N -2.545284 0.109632 -1.975251 0.2122 -0.2910 -0.3414 -0.465
P -1.661589 -1.191216 -1.375405 -0.3393 0.3957 0.7374 0.899
C -1.454440 -2.450325 -2.617984 0.3471 0.1114 0.0259 -0.343
C -0.244513 -2.524079 -3.309607 0.0299 0.1380 -0.1559 -0.110
C -0.081710 -3.481762 -4.296596 -0.0702 -0.0020 -0.0239 -0.060
C -1.122105 -4.354770 -4.589208 0.1057 -0.0140 -0.0477 -0.037
C -2.325272 -4.276115 -3.903625 -0.0832 -0.0412 0.0100 -0.044
C -2.496723 -3.329396 -2.909237 -0.0597 -0.0028 0.1006 -0.061
C -2.632570 -1.852044 0.002132 -0.0659 -0.3128 -0.2800 -0.344
C -2.166523 -2.963018 0.709147 0.0274 0.0446 -0.0801 -0.086
C -2.928970 -3.506997 1.728516 0.0256 0.0149 0.0247 -0.061
C -4.156313 -2.945949 2.052430 -0.0039 0.0107 0.0311 -0.054
C -4.621464 -1.839213 1.357866 -0.0060 0.0212 0.0136 -0.054
C -3.865545 -1.290320 0.333944 0.0826 0.0212 -0.0576 -0.084
P -1.660169 1.338075 -1.267702 0.4528 0.2303 -0.2073 0.886
C -2.822512 2.627808 -0.837284 0.3390 0.0616 -0.2470 -0.355
C -3.454980 2.540017 0.386225 -0.2185 0.1342 0.1922 -0.108
C -4.422305 3.459107 0.742492 -0.1177 0.0950 0.0663 -0.045
C -4.755437 4.478392 -0.139535 -0.0376 -0.0047 0.0804 -0.039
C -4.123811 4.574140 -1.370672 0.0558 -0.0357 -0.0745 -0.045
C -3.152467 3.651729 -1.725790 0.0626 0.0326 -0.1420 -0.072
C -0.537929 1.994822 -2.527381 -0.0118 0.1496 0.0903 -0.344
C -0.219187 1.237321 -3.653941 -0.0744 -0.0736 0.0626 -0.094
C 0.666186 1.731821 -4.595336 0.0554 -0.0160 -0.0302 -0.065
C 1.264703 2.970711 -4.406102 0.0200 -0.0324 -0.0446 -0.053
C 0.977521 3.713573 -3.271770 0.0503 0.0703 -0.0027 -0.051
C 0.079532 3.231477 -2.334721 -0.0936 -0.0370 -0.0488 -0.102
H -4.262506 -0.453356 -3.052541 0.0335 0.0164 -0.0124 0.092
H -2.848268 -0.075010 -4.063716 -0.0445 0.0230 0.0474 0.085
H -3.748702 1.223104 -3.251874 -0.0024 0.0007 -0.0238 0.089
H 0.550870 -1.822929 -3.075881 -0.0541 -0.0795 0.0223 0.080
H 0.851152 -3.548386 -4.839629 0.0119 0.0020 -0.0207 0.115
H -0.993989 -5.106202 -5.356119 0.0062 -0.0060 -0.0271 0.121
H -3.128548 -4.959362 -4.140670 -0.0198 -0.0113 0.0056 0.120
H -3.427823 -3.280012 -2.358989 -0.0242 -0.0130 0.0267 0.118
H -1.220263 -3.420693 0.452938 0.0685 -0.0241 -0.0431 0.093
H -2.574107 -4.376318 2.263697 0.0359 -0.0229 0.0188 0.117
H -4.754034 -3.378637 2.842490 -0.0221 -0.0085 0.0184 0.118
H -5.583707 -1.411609 1.602436 -0.0277 0.0176 0.0029 0.116
H -4.242704 -0.439881 -0.218021 -0.0114 0.0385 -0.0010 0.097
H -3.169784 1.754280 1.050469 0.0895 -0.4120 0.4864 0.074
H -4.911046 3.388382 1.705094 0.0021 0.0038 -0.0024 0.117
H -5.508018 5.204412 0.135040 -0.0180 0.0136 0.0091 0.120
H -4.385910 5.368575 -2.055063 -0.0007 0.0130 -0.0191 0.119
H -2.656876 3.731128 -2.685240 0.0033 0.0155 0.0037 0.112
H -0.656795 0.256309 -3.801448 -0.0043 0.0608 -0.0148 0.081
H 0.888213 1.150833 -5.480255 0.0034 -0.0099 -0.0236 0.117
H 1.951063 3.358677 -5.145934 0.0191 0.0039 -0.0207 0.118
H 1.444052 4.677285 -3.121777 0.0093 0.0229 0.0065 0.119
H -0.149879 3.831018 -1.466371 -0.0422 0.0587 0.1017 0.098
C -2.465890 1.590118 4.076448 0.5987 0.0845 0.3971 -0.203
Si -0.852795 0.651757 4.319794 -0.0157 -0.2034 0.2608 0.344
C -1.196429 -1.145269 4.804401 0.1097 0.4184 -0.1429 -0.197
C 0.188614 1.505285 5.647050 -0.2447 -0.1795 -0.2911 -0.185
As 0.418692 0.471974 2.265804 0.4091 0.6496 -0.0609 0.773
Si 2.311881 -0.845367 2.892567 0.0750 -0.1723 0.3925 0.329
C 1.685155 -2.640680 3.034587 0.1081 0.3594 -0.0357 -0.223
C 3.636355 -0.645659 1.558508 -0.1612 0.0079 0.3227 -0.207
C 3.023249 -0.335100 4.576276 -0.0088 -0.2542 -0.5153 -0.201
Si 1.315621 2.665937 1.913783 0.0780 0.2826 0.2283 0.297
C 2.461791 2.628145 0.410380 -0.2553 0.0299 0.1996 -0.212
C -0.143308 3.820084 1.556067 0.2760 -0.2459 0.1156 -0.199
C 2.278749 3.363321 3.381262 -0.2632 -0.0569 -0.2754 -0.193
H -3.103840 1.426216 4.946652 0.0376 -0.0330 0.0953 0.046
H -3.000823 1.233669 3.219661 -0.3545 -0.2146 -0.5740 -0.006
H -2.310288 2.666437 3.987118 0.0182 -0.0191 -0.0640 0.028
H -1.593301 -1.177178 5.819484 -0.0758 0.0323 0.0615 0.043
H -0.285497 -1.742403 4.797229 0.0390 -0.0068 -0.0060 0.003
H -1.919856 -1.622412 4.139822 0.0119 0.0556 -0.0444 0.020
H -0.396479 1.456773 6.568195 -0.0587 0.0025 0.0648 0.046
H 0.387695 2.559209 5.448087 -0.0785 -0.1065 -0.0607 0.018
H 1.135425 1.005177 5.842001 -0.0436 0.0322 -0.0558 0.008
H 0.731181 -2.811262 2.533583 -0.0046 0.0456 -0.0345 0.005
H 1.547410 -2.900089 4.084480 0.0219 0.0225 0.0474 0.028
H 2.412970 -3.342154 2.627213 0.0750 -0.0194 -0.0409 0.029
H 3.230293 -0.513415 0.560099 -0.0982 0.0063 0.0148 -0.015
H 4.279332 -1.526576 1.557281 0.0495 -0.0828 0.0234 0.041
H 4.267238 0.215172 1.783091 0.0132 0.0487 0.0441 0.035
H 2.409401 -0.667063 5.410984 -0.0890 -0.0483 -0.0096 0.026
H 3.194487 0.732948 4.673460 -0.0194 0.0930 -0.0297 0.009
H 3.994735 -0.824515 4.681076 0.0395 -0.0554 0.0003 0.045
H 1.985135 2.212065 -0.477841 -0.0720 0.0097 -0.0129 -0.019
H 3.381458 2.079332 0.598552 0.0612 -0.0820 0.0604 0.018
H 2.735153 3.659390 0.178275 0.0336 0.0700 -0.0206 0.045
H -0.670151 3.568582 0.637419 -0.0288 -0.0577 -0.0482 -0.018
H 0.236422 4.838800 1.454283 0.0260 0.0514 -0.0048 0.047
H -0.882524 3.825993 2.359472 0.0528 -0.0377 0.0356 0.023
H 2.999802 2.669570 3.803467 0.0650 -0.0978 -0.0072 0.013
H 1.621817 3.697995 4.184409 -0.0033 -0.0320 -0.0542 0.019
H 2.833027 4.238162 3.039296 0.0438 0.0804 -0.0608 0.042
C 3.016179 -3.785335 -2.182775 0.1048 -0.0794 -0.0438 -0.030
N 2.565307 -2.722540 -1.295486 0.1758 0.2412 -0.1149 -0.145
C 1.534471 -3.142979 -0.387623 -0.3422 -0.0665 0.0735 -0.073
C 2.712264 -1.407092 -1.628968 -0.0322 0.0597 -0.0508 -0.466
N 1.764349 -0.525996 -1.406804 0.1456 -0.1356 0.3382 0.055
N 3.890892 -1.055977 -2.219983 -0.1819 -0.2040 -0.0897 -0.148
C 5.152285 -1.697036 -1.872785 0.0933 0.0113 0.0658 -0.042
C 4.020689 0.228964 -2.876791 -0.0054 0.1065 0.0095 -0.038
H 2.158818 -4.222175 -2.704249 0.0105 -0.0103 0.0365 0.082
H 3.503364 -4.574417 -1.607936 0.0254 0.0147 -0.0156 0.104
H 3.713218 -3.405898 -2.920952 -0.0225 -0.0232 -0.0373 0.086
H 1.891081 -4.005737 0.176585 -0.0228 -0.0061 0.0209 0.104
H 0.626146 -3.442112 -0.931308 0.0693 0.0158 0.1284 0.073
H 1.296118 -2.345872 0.313291 -0.0107 -0.0053 0.0164 0.037
H 2.130341 0.402686 -1.586796 -0.0792 0.0068 0.0713 0.021
H 4.989125 -2.487443 -1.147489 0.0179 0.0017 0.0115 0.087
H 5.820072 -0.956598 -1.425978 0.0033 -0.0166 -0.0095 0.100
H 5.639677 -2.112940 -2.756317 0.0074 -0.0010 0.0120 0.099
H 3.117391 0.462283 -3.440199 0.0062 0.0157 -0.0105 0.079
H 4.853375 0.176953 -3.576497 -0.0132 0.0086 0.0045 0.102
H 4.224656 1.042056 -2.167875 -0.0118 -0.0179 -0.0169 0.099
```
Positions in Å, forces in eV/Å.

Max |F| in eV/Å: 1.0
Orbital gap in eV: 6.380
Charge: +2
Relative energy (zero: lowest compared OMol25 entry of this formula, charge and spin) in eV: 0.060